#1
Computed, not measured: 2 unconnected molecules or ions with the total composition CH4N4O, with wB97M-V/def2-TZVPD.

Geometry as XYZ:
```
10
Properties=species:S:1:pos:R:3:lowdin_charge:R:1
C -1.045 -1.142 0.546 -0.394
N 1.857 1.348 -1.064 0.148
N 0.737 1.506 -0.675 -0.260
N 0.228 -1.033 0.545 0.045
N -0.320 1.792 -0.462 0.208
O -1.876 -0.150 0.246 -0.033
H -1.564 -2.094 0.532 0.114
H 2.493 0.777 -0.631 0.044
H 0.889 -1.797 0.860 0.068
H -1.401 0.794 0.103 0.060
```

Values from the calculation:
Lowest unoccupied orbital energy in eV: 0.9870
2S+1: 1
HOMO-LUMO gap in Ha: 0.3986

#2
Computed, not measured: 2 unconnected molecules or ions with the total composition CH4N4O, with wB97M-V/def2-TZVPD.

Geometry as XYZ:
```
10
Properties=species:S:1:pos:R:3:lowdin_charge:R:1
C -0.345 -1.278 -0.105 -0.075
N -1.920 0.473 -0.161 -0.254
N -2.534 1.357 0.147 0.165
N 2.381 1.680 0.475 0.056
N -1.077 -0.191 -0.665 -0.002
O 2.343 0.497 0.273 -0.068
H -0.653 -1.543 0.785 0.027
H -0.449 -2.123 -0.733 0.074
H 0.652 -0.914 0.016 0.043
H 1.603 2.042 -0.032 0.036
```

Values from the calculation:
Lowest unoccupied orbital energy in eV: -0.5526
2S+1: 1
HOMO-LUMO gap in Ha: 0.3271

Ordering by calculated energy gives the sequence #1, #2, with the first entry being the most stable.

#1
Computed, not measured: a single C4H8N2S2 molecule, with wB97M-V/def2-TZVPD.

Geometry as XYZ:
```
16
Properties=species:S:1:pos:R:3:lowdin_charge:R:1
H -0.611 -1.983 2.105 0.050
N -0.144 -1.123 1.831 0.129
C -0.525 -0.726 0.675 -0.594
N -1.321 -1.395 -0.221 -0.011
C -1.970 -0.781 -1.378 -0.095
C 0.048 0.577 0.192 -1.112
S -0.808 1.963 0.312 0.670
S 1.649 0.569 -0.482 0.873
C 2.216 -1.141 -0.308 -0.377
H -1.815 -2.160 0.197 0.124
H -2.749 -0.078 -1.117 0.068
H -2.386 -1.601 -1.977 0.088
H -1.224 -0.254 -1.981 0.079
H 3.202 -1.172 -0.785 0.038
H 2.220 -1.399 0.749 0.032
H 1.545 -1.817 -0.838 0.037
```

Values from the calculation:
SMILES: [H]/N=C(\NC)C(=S)SC
Lowest unoccupied orbital energy in eV: -0.2180
2S+1: 1
HOMO-LUMO gap in Ha: 0.3115

#2
Computed, not measured: a molecular structure, C4H8N2S2, with wB97M-V/def2-TZVPD.

Geometry as XYZ:
```
16
Properties=species:S:1:pos:R:3:lowdin_charge:R:1
C 2.160 -0.677 -1.604 -0.119
C 0.821 0.078 -1.949 -0.214
C -0.157 0.160 -0.722 -0.361
C -0.182 1.138 1.494 -0.776
H 2.816 -0.442 -0.774 0.052
H 1.824 -1.843 -1.714 0.079
H 2.900 -0.865 -2.577 0.118
H 1.042 1.075 -2.177 0.067
H 0.328 -0.478 -2.809 0.104
H 0.578 2.020 0.106 0.086
H -0.536 0.049 1.930 0.109
H -2.668 -2.547 -1.232 0.031
N 0.054 1.249 0.229 0.028
N -0.988 -0.782 -0.331 -0.313
S -0.034 2.108 2.844 0.544
S -0.941 -2.385 -1.178 0.567
```

Values from the calculation:
Lowest unoccupied orbital energy in eV: -0.2585
2S+1: 1
HOMO-LUMO gap in Ha: 0.2931

Ordering by calculated energy gives the sequence #1, #2, with the first entry being the most stable.

#1
Computed, not measured: 2 unconnected molecules or ions with the total composition C3H6BrIO, with wB97M-V/def2-TZVPD.

Geometry as XYZ:
```
12
Properties=species:S:1:pos:R:3:lowdin_charge:R:1
C 1.122 0.852 -0.914 -0.623
C -1.658 -0.845 0.332 -0.495
C 0.336 -0.158 0.031 -0.309
O 0.615 0.287 1.323 -0.169
Br 1.025 0.701 -2.807 0.650
I -1.372 -1.936 2.153 0.757
H 2.077 0.769 -0.604 0.016
H 0.826 1.880 -0.672 0.060
H -2.487 -0.207 0.369 -0.035
H -1.604 -1.447 -0.556 -0.018
H 0.848 -1.070 -0.057 0.078
H 0.272 1.175 1.402 0.089
```

Values from the calculation:
Lowest unoccupied orbital energy in eV: 0.3326
2S+1: 1
HOMO-LUMO gap in Ha: 0.3420

#2
Computed, not measured: 2 unconnected molecules or ions with the total composition C3H6BrIO, with wB97M-V/def2-TZVPD.

Geometry as XYZ:
```
12
Properties=species:S:1:pos:R:3:lowdin_charge:R:1
C -1.500 0.417 0.096 -0.071
C -1.412 -1.035 -0.054 -0.307
C 1.731 0.702 -0.586 -0.930
O -0.619 -1.829 0.447 -0.068
Br 1.649 2.401 0.511 0.361
I 2.628 -1.089 0.434 1.042
H -2.293 0.877 -0.589 0.109
H -1.640 0.772 1.112 0.078
H -0.344 0.687 -0.039 0.024
H -1.894 -1.415 -0.920 0.102
H 2.549 1.043 -1.244 -0.122
H 1.143 -1.532 0.832 -0.217
```

Values from the calculation:
Lowest unoccupied orbital energy in eV: -0.2104
2S+1: 1
HOMO-LUMO gap in Ha: 0.2931

Ordering by calculated energy gives the sequence #1, #2, with the first entry being the most stable.